(1)
96
Properties=species:S:1:pos:R:3:forces:R:3:lowdin_charge:R:1 method="wB97M-V/def2-TZVPD" e_tot_ev=-94496.195 relative_energy_kj_mol=30.57 lumo_energy_ev=0.42 homo_lumo_gap_ev=7.3
Au -1.19449 -0.09631 -0.51956 -0.03 0.00 0.01 0.599
Te 2.79302 2.85473 -0.21351 0.15 0.01 0.37 1.243
C 3.63233 3.18858 1.71913 0.01 0.02 -0.02 -0.552
C 3.45507 4.39212 2.38869 0.04 0.02 -0.02 -0.148
C 3.90213 4.50786 3.69898 -0.01 0.04 -0.01 -0.162
N 4.49640 3.52434 4.36752 0.01 0.00 0.04 0.052
C 4.67456 2.37704 3.71530 0.01 -0.04 -0.01 -0.157
C 4.27127 2.16323 2.40601 0.01 0.02 -0.01 -0.147
C 1.29832 1.59448 0.39053 -0.36 -0.08 -0.78 -1.041
P 1.12853 -0.11923 0.01937 0.03 0.10 0.39 0.733
C 2.64074 -0.72976 -0.78756 -0.08 0.00 -0.10 -0.379
C 2.88643 -0.28483 -2.08649 -0.01 0.03 -0.01 -0.149
C 4.04084 -0.65667 -2.75455 -0.03 -0.06 -0.04 -0.097
C 4.95265 -1.50546 -2.14091 0.01 -0.03 0.03 -0.097
C 4.70641 -1.97034 -0.85749 0.03 0.03 0.02 -0.096
C 3.55792 -1.58005 -0.17934 0.01 -0.04 0.02 -0.095
C 1.08993 -1.02436 1.62194 0.20 -0.05 -0.08 -0.372
C 0.23894 -2.11347 1.78547 -0.03 -0.03 0.01 -0.144
C 0.13254 -2.75184 3.01355 0.00 -0.01 0.01 -0.091
C 0.87077 -2.29431 4.09651 0.01 0.00 0.01 -0.087
C 1.70530 -1.19408 3.94862 0.00 -0.01 0.01 -0.070
C 1.81153 -0.56236 2.71843 -0.03 0.04 0.00 -0.089
P -0.38883 2.04495 0.67190 -0.01 -0.10 0.05 0.801
C -0.64095 1.99734 2.48112 0.04 0.10 -0.01 -0.376
C 0.27182 2.60856 3.34197 0.03 -0.05 -0.01 -0.099
C 0.14352 2.47300 4.71377 0.01 0.00 0.02 -0.074
C -0.89354 1.71087 5.24158 0.00 0.00 0.01 -0.090
C -1.79588 1.08807 4.39386 0.00 -0.01 0.03 -0.087
C -1.66753 1.23264 3.01794 -0.03 -0.01 0.01 -0.107
C -0.66940 3.78101 0.21080 0.03 0.00 0.03 -0.386
C -0.58876 4.08874 -1.14724 0.02 0.00 -0.03 -0.142
C -0.81079 5.37899 -1.59400 0.00 0.01 0.00 -0.089
C -1.12794 6.38210 -0.68555 0.00 0.00 0.00 -0.092
C -1.22219 6.08284 0.66426 0.00 0.02 -0.01 -0.085
C -0.99468 4.78756 1.11243 -0.03 0.00 0.03 -0.082
H 2.95600 5.22619 1.91114 -0.01 0.00 0.00 0.091
H 3.76326 5.43811 4.24048 0.00 0.00 0.00 0.101
H 5.16871 1.58530 4.26949 0.00 -0.01 0.00 0.102
H 4.44351 1.20294 1.93430 0.03 0.01 -0.01 0.088
H 2.17007 0.37534 -2.56598 0.01 -0.03 0.01 0.103
H 4.23116 -0.28580 -3.75409 0.00 0.01 0.00 0.105
H 5.85469 -1.80157 -2.66082 0.01 0.00 0.00 0.103
H 5.41940 -2.62542 -0.37260 0.01 -0.01 0.00 0.103
H 3.38240 -1.93061 0.83128 0.00 0.01 -0.01 0.100
H -0.37300 -2.43085 0.94474 0.01 0.00 -0.02 0.054
H -0.54199 -3.59137 3.13264 -0.01 -0.01 0.01 0.101
H 0.77792 -2.77874 5.05996 0.00 -0.01 0.01 0.101
H 2.25853 -0.81437 4.79835 0.00 0.01 0.01 0.106
H 2.42043 0.32883 2.60866 -0.04 -0.04 0.02 0.080
H 1.10678 3.16364 2.92741 -0.04 0.00 0.02 0.091
H 0.86080 2.94734 5.37218 0.01 0.00 0.00 0.104
H -0.98849 1.59494 6.31374 0.00 0.00 0.01 0.100
H -2.59307 0.47949 4.80156 -0.01 0.00 0.01 0.099
H -2.35621 0.72411 2.35011 0.00 0.02 0.00 0.076
H -0.34374 3.30390 -1.85632 0.00 0.01 0.02 0.096
H -0.73784 5.60564 -2.64988 0.00 0.00 -0.01 0.101
H -1.30330 7.39243 -1.03160 0.00 0.01 0.00 0.100
H -1.47298 6.85890 1.37609 0.00 0.01 0.00 0.101
H -1.07383 4.56416 2.16898 0.00 0.01 -0.02 0.096
C -4.23516 -0.05448 -0.91636 0.00 -0.01 0.04 -0.192
N -3.08754 -0.95157 -1.22588 -0.01 0.17 -0.01 -0.238
C -3.09517 -1.21647 -2.69366 0.06 0.05 -0.03 -0.183
N -4.35328 -1.80745 -3.11700 0.01 -0.02 -0.02 -0.086
C -5.44604 -0.90141 -2.76515 -0.03 0.01 -0.03 -0.171
N -5.49870 -0.64077 -1.32426 -0.02 0.01 0.02 -0.088
C -5.66168 -1.92223 -0.63237 -0.02 -0.01 0.02 -0.169
N -4.57454 -2.85352 -0.93824 -0.02 -0.01 0.01 -0.086
C -3.31685 -2.25100 -0.53456 0.09 -0.06 0.01 -0.196
C -4.54099 -3.06421 -2.38870 -0.01 -0.05 -0.02 -0.163
H -4.07420 0.89221 -1.43461 -0.01 -0.01 0.01 0.123
H -4.23861 0.13180 0.15970 -0.01 0.00 -0.03 0.117
H -2.25942 -1.87579 -2.92377 0.01 -0.01 0.00 0.087
H -2.94206 -0.26437 -3.20567 -0.02 0.00 0.00 0.125
H -6.39287 -1.34507 -3.07824 0.01 0.00 0.00 0.126
H -5.31141 0.04445 -3.29384 0.00 -0.01 0.01 0.127
H -6.60952 -2.37008 -0.93576 0.00 0.00 0.00 0.126
H -5.68674 -1.74450 0.44476 0.00 0.00 -0.01 0.127
H -2.48077 -2.90555 -0.78643 -0.01 0.00 0.01 0.096
H -3.32186 -2.06538 0.54207 -0.01 0.00 -0.01 0.122
H -5.48266 -3.51952 -2.70079 0.01 0.00 0.00 0.126
H -3.72167 -3.74293 -2.63150 0.00 0.01 0.01 0.130
C 1.08275 -3.48966 -6.05937 0.01 -0.01 -0.01 -0.098
C 1.37064 -2.44393 -4.98289 0.03 0.05 -0.02 -0.250
C 1.07411 -2.94455 -3.60794 0.01 0.03 -0.07 -0.623
N -0.02428 -2.70916 -2.98195 -0.04 0.01 -0.01 0.003
N -0.09050 -3.29001 -1.74399 0.08 -0.14 0.14 -0.003
C 0.98484 -3.95922 -1.46017 -0.08 0.03 0.05 -0.715
N 1.16007 -4.65703 -0.29008 0.02 -0.04 -0.04 0.097
S 2.17322 -3.95125 -2.71392 0.02 0.07 -0.03 1.096
H 1.32474 -3.10022 -7.04798 -0.01 0.00 -0.01 0.072
H 0.02950 -3.76872 -6.04727 -0.01 -0.01 0.00 0.078
H 1.67296 -4.39281 -5.89847 0.01 0.00 0.00 0.070
H 0.75154 -1.55878 -5.13487 -0.01 -0.01 -0.01 0.114
H 2.41334 -2.12233 -5.03623 0.00 -0.01 0.02 0.098
H 0.55717 -4.33193 0.45135 0.01 -0.02 0.03 0.067
H 2.11637 -4.76098 0.01078 -0.01 0.01 0.01 0.088

(2)
68
Properties=species:S:1:pos:R:3:forces:R:3:lowdin_charge:R:1 method="wB97M-V/def2-TZVPD" smiles="NC(N)=O.CCO.CCO.CO.CO.CO.CO.CO.CO.CO" e_tot_ev=-36608.177 relative_energy_kj_mol=205.96 lumo_energy_ev=0.35 homo_lumo_gap_ev=8.9
C 4.14831 0.55114 -3.56237 -0.36 1.45 1.56 -0.071
C 2.69771 1.01053 -3.63343 0.65 -1.84 -1.71 -0.249
O 1.85039 -0.04453 -3.13629 -0.04 1.02 1.02 -0.130
H 4.43100 0.39671 -2.52817 -0.16 -0.75 0.32 0.061
H 4.84669 1.32121 -3.78641 0.39 1.03 -0.83 0.065
H 4.38515 -0.26387 -4.17904 0.08 -1.33 -0.71 0.062
H 2.42912 1.15174 -4.68088 -0.10 0.35 -0.02 0.116
H 2.53592 1.93537 -3.13185 -0.40 0.41 0.79 0.109
H 1.82407 -0.76078 -3.75924 0.02 -0.27 -0.67 0.082
C 0.17248 1.91939 -0.00573 0.81 -0.25 -1.77 -0.075
C -0.73825 0.95507 0.68452 -1.80 2.05 0.98 -0.296
O -1.63228 0.34456 -0.22229 -0.05 -0.44 -0.23 -0.102
H 0.92866 2.36298 0.60333 0.41 0.16 0.89 0.067
H -0.28734 2.75831 -0.54727 -0.40 -0.34 0.31 0.090
H 0.72149 1.35746 -0.78284 0.04 0.22 0.20 0.058
H -1.40173 1.52666 1.37300 0.59 -0.39 -0.08 0.104
H -0.20874 0.27030 1.29826 0.57 -0.85 0.36 0.077
H -1.46921 -0.61015 -0.29450 -0.34 0.16 -0.03 0.044
C -1.47403 1.12795 -3.94467 5.05 0.10 -5.86 -0.635
O -0.74378 1.22927 -5.11730 -3.42 -0.47 5.14 -0.155
N -2.77055 1.07511 -3.94133 -4.40 0.10 2.25 0.149
N -0.87107 0.93705 -2.79372 1.26 0.19 1.55 0.168
H -3.32029 1.27221 -4.75427 0.19 0.13 -0.19 0.105
H -3.28772 1.01904 -2.99877 1.22 0.10 -2.31 0.157
H 0.10023 0.70582 -2.87918 0.50 0.10 -0.13 0.054
H -1.19145 1.05694 -1.82013 -0.57 -0.41 -1.09 0.070
C -0.13310 2.34162 5.29081 -0.52 0.34 -1.77 -0.138
O -0.76400 1.42041 4.37476 0.48 0.55 0.62 -0.150
H 0.86974 2.58302 4.92667 0.07 0.12 0.07 0.056
H -0.02829 1.90650 6.26678 -0.26 0.06 0.71 0.066
H -0.71846 3.28994 5.23834 0.36 -0.78 0.55 0.089
H -0.05704 0.82207 4.08112 -0.43 -0.08 -0.08 0.006
C 2.95886 -0.53836 -0.28656 -0.37 0.41 0.59 -0.191
O 3.99279 -1.17350 0.36894 1.61 -0.80 0.90 -0.097
H 3.09816 0.53425 -0.19730 -0.29 0.24 -0.11 0.089
H 2.04585 -0.87224 0.16470 -0.97 0.33 0.29 0.053
H 2.92964 -0.83808 -1.28901 -0.21 0.01 -1.54 0.045
H 4.31520 -1.85768 -0.21508 0.29 -0.20 0.13 0.079
C 2.43751 0.40265 3.29351 1.52 -0.84 0.26 -0.115
O 1.15847 -0.18127 3.31544 -0.66 -0.54 0.08 -0.176
H 3.18977 -0.34838 3.72636 -0.75 1.22 -0.78 0.114
H 2.43077 1.28500 3.96935 -0.01 -0.47 -0.71 0.080
H 2.68461 0.65179 2.23467 0.23 0.09 0.94 0.075
H 1.18628 -1.13185 3.13308 0.18 0.43 0.05 0.091
C -3.93405 2.24170 1.94231 1.70 2.36 0.50 -0.223
O -3.78063 0.93402 2.22222 0.05 -3.45 0.51 -0.120
H -3.18616 2.71335 2.64972 -1.14 0.12 -0.49 0.099
H -4.94179 2.61054 2.13025 -0.08 0.23 -0.18 0.077
H -3.53024 2.52901 0.96703 -0.49 0.01 -0.34 0.074
H -4.01478 0.29797 1.53061 -0.01 0.67 -0.01 0.097
C -0.85428 -2.30909 -3.37412 1.00 1.70 -1.10 -0.196
O -0.73505 -3.66942 -3.55492 1.33 -1.34 0.94 -0.081
H -1.63643 -2.00871 -2.73915 -1.15 0.24 1.00 0.050
H -1.03693 -1.86727 -4.34345 0.02 0.68 -0.32 0.088
H 0.05967 -1.83814 -2.96906 -0.24 -0.64 -0.16 0.075
H -1.55789 -3.98855 -3.87470 -0.97 -0.53 -0.48 0.068
C -0.35248 -2.78208 -0.11710 -0.45 -1.04 1.13 -0.123
O -1.72336 -2.40870 -0.30283 0.35 -0.11 -0.29 -0.134
H 0.26982 -1.96700 0.24003 -0.41 0.46 -0.19 0.056
H 0.10949 -3.23103 -0.96711 0.15 -0.04 -1.00 0.066
H -0.31589 -3.54426 0.66284 0.08 -0.05 0.20 0.089
H -2.20417 -3.14445 -0.72292 0.43 0.46 0.30 0.111
C -1.46158 -1.71657 3.30666 0.71 2.14 -1.31 -0.193
O -2.29951 -2.77617 3.52288 -0.40 -1.51 -0.66 -0.067
H -0.89320 -1.82495 2.38042 -0.10 -0.73 -0.21 0.050
H -0.68893 -1.53932 4.04465 -0.23 -0.02 0.71 0.072
H -2.01078 -0.78606 3.07921 0.09 -0.04 0.67 0.084
H -2.55240 -2.82620 4.43051 -0.24 0.10 0.84 0.074